80
Properties=species:S:1:pos:R:3:forces:R:3 method="wB97M-V/def2-TZVPD" charge=-1 homo_energy_ha=-0.148 de_lowest_kj_mol=0.0 gap_ev=6.306 e_tot_ha=-3608.8121
C 1.608783 -1.264461 -3.523482 -0.08 -0.24 -0.03
C 1.079862 0.125790 -3.337866 -0.27 0.63 0.62
H 1.519870 -1.598390 -4.565478 0.06 -0.05 0.30
H 1.052401 -1.953801 -2.864273 0.17 0.24 -0.23
H 2.672162 -1.328027 -3.236321 -0.30 0.09 -0.04
C 0.571444 0.896988 -4.297501 0.14 0.13 0.11
C 0.410801 0.533654 -5.735787 -0.05 -0.02 -0.26
H 0.221940 1.898514 -4.035084 0.08 -0.18 0.03
H 0.443513 -0.543262 -5.887634 -0.02 -0.03 -0.09
H 1.182669 0.982929 -6.366562 0.05 0.03 -0.04
H -0.548052 0.898201 -6.112061 -0.05 -0.04 -0.05
Pb -0.092697 -1.770574 1.118772 -0.60 1.68 -1.92
Cl 2.372548 -0.715305 1.219904 0.37 -0.03 0.28
Cl -1.255411 -3.213506 -0.745879 0.59 -0.21 0.22
C 0.296090 2.191952 1.705182 -1.81 -1.64 -0.05
O -0.650973 1.367418 1.738283 1.84 1.60 0.19
N 0.140978 3.528924 1.807937 -0.22 0.35 0.10
C -1.164428 4.144597 2.013750 0.10 -0.01 -0.07
C 1.271307 4.441886 1.736426 -0.09 -0.18 0.10
H 1.345034 1.870489 1.592938 -0.20 -0.03 -0.09
H -1.953816 3.381727 2.015299 0.39 0.16 -0.03
H -1.360203 4.881821 1.220951 0.03 -0.27 0.06
H -1.170930 4.697249 2.965967 -0.03 -0.19 -0.09
H 2.150456 3.902122 1.369995 -0.17 0.16 0.04
H 1.485494 4.869020 2.726069 0.03 -0.06 -0.08
H 1.045386 5.270770 1.054387 0.07 -0.27 0.01
H -1.718068 -1.379027 -2.980404 -0.17 -0.11 0.22
H -2.080419 1.286107 -3.281442 -0.19 -0.08 0.10
C -2.724009 -1.367315 -2.535396 0.16 -0.17 -0.14
C -3.070604 1.014743 -2.882774 0.22 -0.09 0.16
N -2.960841 -0.079141 -1.937505 -0.55 0.54 0.76
H -2.776910 -2.140864 -1.765004 -0.17 0.45 -0.50
C -2.921717 0.145385 -0.591632 0.33 -0.43 -0.42
O -2.685553 -0.682546 0.287415 -0.39 0.67 -0.58
H -3.514416 1.884737 -2.393247 0.02 0.01 -0.11
H -3.174962 1.206247 -0.343745 0.20 -0.37 -0.08
H -3.464123 -1.546118 -3.329091 0.00 0.10 0.14
H -3.696130 0.691223 -3.723816 -0.03 0.16 0.18
O -0.003465 -0.173049 -1.277745 -1.51 -0.84 1.11
C 0.972306 0.537119 -1.837750 0.84 -0.03 0.38
C -0.336865 2.754363 -1.494668 -0.33 0.16 0.05
C 0.870676 2.081100 -1.637957 0.41 -1.03 -0.43
H -1.250721 2.184056 -1.285384 0.51 0.11 -0.27
C -0.379607 4.147699 -1.600374 0.20 -0.16 0.09
H 1.937023 0.224227 -1.376070 0.32 0.49 -0.17
C 2.057567 2.801556 -1.710772 -0.03 0.74 -0.13
H -1.347933 4.659014 -1.558061 0.38 -0.08 0.03
C 0.806905 4.868457 -1.784081 -0.17 0.31 -0.04
C 2.034931 4.199011 -1.809587 -0.15 -0.27 0.15
H 2.996528 2.244344 -1.708093 -0.18 0.19 -0.17
H 0.758537 5.963159 -1.892261 0.11 -0.54 0.05
H 2.968006 4.754693 -1.914576 -0.23 -0.07 0.05
Si 0.482651 -5.836494 0.007820 0.03 -0.13 -0.36
Cl 1.422675 -4.674420 -1.511101 -0.31 -0.81 -0.04
C -1.376828 -5.991792 0.307576 -0.42 0.54 0.01
C 1.590084 -5.267988 1.395934 0.03 -0.19 0.48
C 0.827427 -7.660460 -0.311902 0.40 0.11 -0.09
H -1.938135 -5.043188 0.287894 0.35 -0.76 0.20
H -1.539599 -6.480548 1.275662 0.21 -0.10 0.01
H -1.816938 -6.650034 -0.453409 0.19 0.10 0.05
H 0.094351 -8.077701 -1.010714 0.14 0.06 0.10
H 0.735462 -8.191790 0.647668 0.02 0.06 -0.23
H 1.829687 -7.815173 -0.714124 0.01 -0.16 0.05
H 1.559039 -4.188973 1.612571 0.00 -0.37 -0.02
H 2.624768 -5.515313 1.104695 -0.35 0.17 0.01
H 1.372135 -5.838316 2.307097 0.00 0.24 0.07
C 1.994164 0.733945 5.237823 0.03 0.26 -0.24
N 1.119398 0.202776 4.194711 0.11 -0.47 -0.05
C -0.058937 -0.399903 4.552633 0.38 -0.57 -0.39
S -0.423767 -2.020398 4.166044 0.01 0.77 0.52
N -0.918677 0.339710 5.277713 -0.87 0.10 0.00
C -0.985415 1.806371 5.260607 -0.04 -0.16 0.07
H 1.384980 1.163099 6.036041 0.25 -0.02 -0.05
H 2.629113 1.513482 4.795353 -0.13 -0.13 0.23
H 2.644606 -0.040456 5.670826 -0.18 0.08 -0.12
H 1.622324 -0.248557 3.410056 -0.35 0.06 0.50
H -1.818623 -0.128215 5.444007 0.85 0.22 -0.11
H -1.794665 2.155392 4.605143 0.23 -0.16 0.04
H -1.191476 2.150041 6.279151 0.12 0.09 -0.12
H -0.040167 2.228999 4.910352 -0.32 -0.12 0.03

73
Properties=species:S:1:pos:R:3:forces:R:3 method="wB97M-V/def2-TZVPD" homo_energy_ha=-0.289 gap_ev=8.384 e_tot_ha=-1964.0484
C 5.128214 -2.703890 1.280950 0.82 -0.19 -0.33
C 6.451565 -2.060943 0.625754 -0.40 1.11 1.20
C 6.184927 -0.465694 0.426990 1.53 -0.49 -0.98
C 5.195731 -0.203071 -0.817372 1.04 -1.07 -0.15
P 4.110981 1.340315 -0.674929 1.71 2.10 -2.22
N 5.003445 2.034717 -2.101333 -0.14 0.52 -0.23
Cl 3.164348 0.710956 1.128167 -0.70 -0.88 1.03
C 2.505391 1.600001 -1.629638 -2.16 -0.41 -0.30
C 1.254616 0.680804 -1.249872 -0.88 -0.19 -0.98
C 1.521563 -0.917937 -1.382978 -1.19 -0.24 0.56
C 1.086202 -1.702549 -0.019309 -0.39 0.27 -0.21
C 0.222862 -3.031265 -0.290987 0.19 -0.40 1.00
C -1.256106 -3.003362 0.360010 -0.30 -1.28 -1.01
C -2.345995 -2.366473 -0.663170 0.64 0.27 0.51
C -3.435656 -1.439521 0.070149 0.00 0.17 -0.89
C -4.904316 -2.099190 0.173771 0.23 0.90 -0.33
C -6.034134 -0.969148 -0.078458 -0.28 -0.40 1.30
C -6.746704 -0.558631 1.311840 -0.52 0.13 -0.89
C -8.192579 0.062600 0.987257 0.52 0.16 2.47
N -8.141626 1.389319 0.295574 -1.05 1.33 -2.36
C -9.221138 1.712321 -0.614405 1.54 4.18 -1.06
C -8.991264 3.125047 -1.189432 2.39 -2.65 3.20
C -7.664297 3.623828 -0.538639 -1.78 -4.36 0.85
C -7.175577 2.458828 0.365013 -2.13 2.21 -2.36
C 4.745174 2.886013 0.295048 -0.31 0.73 -0.37
C 6.334331 2.893933 0.517758 -0.55 1.04 1.85
C 6.585270 2.655112 2.104481 2.74 -3.27 1.70
O 7.471397 1.864364 2.540941 -3.33 3.34 -2.21
O 5.796678 3.307124 3.120514 -0.13 -0.98 -1.96
H 5.444136 -3.459988 2.077763 -0.63 0.89 -1.18
H 4.535135 -3.231216 0.457344 0.48 0.75 1.39
H 4.534164 -1.871705 1.793034 0.63 -1.29 -0.84
H 7.307909 -2.153275 1.386268 -1.17 0.15 -1.18
H 6.799501 -2.567996 -0.340037 -0.69 0.79 1.29
H 5.893832 0.057189 1.395472 0.19 -1.01 -1.30
H 7.212965 -0.036776 0.119059 -1.62 -0.42 0.61
H 4.631335 -1.178470 -1.004518 0.22 1.55 0.42
H 5.877067 -0.054265 -1.739616 -1.29 -0.14 1.50
H 4.623273 2.983070 -2.302788 0.41 -1.00 -0.07
H 4.868870 1.451333 -2.938709 0.14 0.50 0.40
H 2.685681 1.461554 -2.763664 0.00 0.10 1.97
H 2.158433 2.700422 -1.524939 0.91 -1.59 0.07
H 0.736914 0.957895 -0.254292 1.26 -0.54 -1.51
H 0.442965 0.902048 -2.049888 1.31 -0.12 1.23
H 0.810187 -1.341101 -2.193032 1.23 0.83 1.15
H 2.575874 -1.177296 -1.729903 -1.30 0.46 0.63
H 0.433906 -0.984681 0.611629 1.06 -1.07 -1.03
H 1.981356 -1.966919 0.636173 -1.11 0.45 -1.00
H 0.814750 -3.905910 0.184495 -1.06 1.25 -0.85
H 0.112081 -3.267800 -1.401941 0.21 0.39 1.40
H -1.299009 -2.531758 1.397557 0.23 -0.40 -1.48
H -1.563807 -4.107772 0.487680 0.48 1.62 0.07
H -2.864818 -3.204964 -1.268304 0.87 1.37 1.00
H -1.739350 -1.733000 -1.405968 -1.02 -0.80 0.98
H -3.038138 -1.095150 1.087128 -0.63 -0.59 -1.34
H -3.532246 -0.482250 -0.569044 0.07 -1.45 1.02
H -5.036821 -2.897375 -0.652867 0.39 1.13 1.52
H -5.048456 -2.552148 1.225258 0.14 0.46 -1.81
H -6.834999 -1.408489 -0.762259 1.01 0.73 0.82
H -5.624460 0.002506 -0.527583 -0.49 -1.61 0.39
H -6.104456 0.190464 1.892602 -0.93 -0.96 -0.83
H -6.904147 -1.457524 2.009922 0.19 1.20 -1.18
H -8.866164 -0.697955 0.459762 1.14 1.38 0.33
H -8.685957 0.271178 2.015887 0.61 -0.43 -1.59
H -10.134188 1.074236 -0.897607 1.98 0.74 0.96
H -9.663841 3.697469 -1.909495 1.12 -1.08 1.23
H -7.172339 4.632321 -0.715799 -0.64 -1.75 0.42
H -6.209192 2.456210 0.980941 -1.94 -0.35 -0.99
H 4.119237 2.926407 1.243144 1.27 0.14 -1.21
H 4.482748 3.845031 -0.298144 0.25 -1.73 0.69
H 6.907349 2.153021 -0.127500 -0.83 0.99 1.17
H 6.739398 3.960190 0.325312 -0.65 -1.74 0.18
H 4.940024 2.819631 3.237768 1.08 0.55 -0.30

79
Properties=species:S:1:pos:R:3:forces:R:3 method="wB97M-V/def2-TZVPD" charge=+1 homo_energy_ha=-0.398 gap_ev=8.743 e_tot_ha=-2395.0556
C 1.907446 0.035549 2.841342 0.67 -0.82 -0.21
C 2.826445 -0.888709 1.965825 -1.24 1.92 -0.22
P 2.230656 -0.872776 0.180807 0.71 -1.16 -0.79
C 3.395864 0.247833 -0.750530 0.19 -0.16 -0.17
C 3.896708 -0.469165 -2.052283 0.53 0.30 0.78
C 0.460969 -0.355526 0.094951 0.85 0.14 0.47
C -0.466819 -1.171133 0.667872 -0.20 0.15 0.18
C -0.296810 -2.497436 1.377437 -0.33 0.38 -1.06
C -0.789933 -3.573733 0.383804 -0.06 -0.32 0.46
C 0.210183 -4.514478 -0.300427 -0.47 0.79 0.36
N -2.051636 -3.618364 0.212012 0.82 -0.29 -0.29
N -1.705419 -0.550320 0.499110 1.70 -0.76 0.58
C -1.509544 0.582037 -0.150794 -2.02 1.71 -0.62
C -2.657414 1.524611 -0.473317 0.03 -0.58 0.32
C -3.469898 1.138110 -1.752796 -0.66 0.52 0.49
C -4.957503 1.620132 -1.652713 0.54 0.46 -0.32
Cl -3.529461 -0.657147 -1.993159 0.43 0.38 -0.12
N -0.224153 0.759702 -0.435141 0.34 -1.28 0.78
C 0.416348 1.869714 -1.136877 -0.62 0.97 -0.41
C 0.874056 1.516620 -2.567841 -0.13 -0.31 0.83
C -0.254144 1.483315 -3.613238 0.83 0.28 -0.78
C 0.325275 0.823900 -4.890670 -0.41 -0.50 0.14
O 0.481045 -0.595817 -4.727326 -0.04 0.38 0.39
H 1.706711 0.978661 2.313577 0.11 -0.21 0.25
H 2.434727 0.242448 3.782163 -0.54 -0.03 -0.07
H 0.951934 -0.484822 2.998717 0.24 0.37 0.29
H 2.846485 -1.928275 2.310488 0.17 0.33 -0.01
H 3.824566 -0.425195 1.950817 -0.17 -0.57 -0.06
H 4.288259 0.351276 -0.110088 -0.51 -0.03 0.03
H 3.036943 1.268214 -0.929531 0.11 -0.31 -0.03
H 4.970065 -0.231152 -2.140389 -0.45 0.08 -0.37
H 3.364411 -0.161601 -2.958806 0.11 -0.26 0.22
H 3.866164 -1.558202 -1.899606 -0.25 0.36 -0.29
H 0.765342 -2.601759 1.623094 -0.39 -0.19 0.18
H -0.953998 -2.502453 2.258992 0.43 -0.15 -0.11
H 1.150682 -3.974572 -0.489682 -0.24 -0.34 -0.04
H -0.252390 -4.852131 -1.239255 0.38 -0.04 0.27
H 0.398862 -5.375411 0.359883 0.05 0.26 -0.25
H -2.211432 -4.369433 -0.467769 -0.52 0.23 0.10
H -2.556596 -0.957121 0.866015 -0.18 0.24 -0.43
H -2.279620 2.558785 -0.501352 -0.33 -0.30 -0.34
H -3.361912 1.508348 0.375478 0.38 -0.17 -0.18
H -2.958902 1.595433 -2.606657 -0.31 -0.43 0.04
H -5.184335 2.269767 -2.509828 0.01 -0.21 0.25
H -5.121483 2.216976 -0.744506 0.07 -0.20 -0.24
H -5.657189 0.778745 -1.674258 0.26 0.20 0.09
H 1.208466 2.273340 -0.492667 -0.09 -0.37 -0.24
H -0.332503 2.676866 -1.214410 0.25 -0.30 0.13
H 1.662030 2.238890 -2.836882 -0.34 -0.24 -0.12
H 1.344874 0.519939 -2.532026 -0.06 0.35 -0.10
H -0.580083 2.500345 -3.897906 0.10 -0.28 0.34
H -1.149772 0.935371 -3.274993 0.39 -0.01 -0.07
H 1.338820 1.206110 -5.096258 -0.46 0.11 -0.04
H -0.329628 0.992670 -5.760836 0.26 0.14 0.27
H -0.084092 -0.862972 -3.991305 0.01 -0.15 -0.26
C -2.625530 7.085331 0.587308 0.24 0.07 0.21
O -3.773888 7.306715 -0.232065 0.02 -0.10 -0.02
C -4.218878 6.226238 -0.865899 -0.07 0.25 0.02
O -3.739581 5.117784 -0.799816 0.02 -0.08 -0.03
O -5.281513 6.577803 -1.583680 0.09 -0.06 0.04
C -5.869524 5.510817 -2.324126 -0.24 -0.22 -0.24
H -2.367429 8.037185 1.043229 -0.17 0.06 -0.12
H -2.848330 6.367520 1.375933 0.02 -0.07 -0.10
H -1.783580 6.744885 -0.014649 -0.07 -0.10 0.01
H -6.222421 4.728466 -1.652734 0.11 -0.03 -0.02
H -5.158822 5.106401 -3.044732 0.04 -0.06 0.11
H -6.720034 5.915453 -2.865821 0.07 0.21 0.12
C 1.988811 -4.483160 4.294560 -0.23 0.12 0.02
O 3.154167 -5.161926 3.836149 -0.04 0.03 -0.13
C 4.114098 -5.283286 4.763162 0.16 -0.12 -0.03
O 4.054034 -4.875709 5.891786 -0.07 0.05 -0.05
O 5.138416 -5.930172 4.213316 -0.09 0.04 -0.07
C 6.246465 -6.134110 5.095065 0.32 -0.11 0.13
H 1.285439 -4.445731 3.464213 0.16 -0.14 -0.11
H 1.524243 -5.023877 5.117855 0.08 0.11 0.08
H 2.230877 -3.462847 4.594783 0.01 -0.07 0.16
H 5.950718 -6.740380 5.949695 -0.05 0.13 0.04
H 6.654900 -5.180383 5.425917 -0.12 -0.01 0.09
H 7.009696 -6.667019 4.534289 -0.16 0.01 -0.16